(1)
21
Properties=species:S:1:pos:R:3:mulliken_charge:R:1 method="wB97M-V/def2-TZVPD" homo_energy_ha="-0.2412 / -0.2392" e_above_lowest_kcal_mol=109.2 orbital_gap_ev="3.86 / 3.77"
C 1.28599 -0.62322 2.73467 -0.907
C -0.86609 -1.35946 1.70892 -0.875
C -0.41223 -0.95312 -1.89069 -0.798
C 0.02114 1.43510 -2.25205 -0.986
N 0.34028 -0.36846 1.63582 0.061
N 0.03385 0.26412 -1.34926 0.283
Si 0.50338 0.69786 0.22777 0.158
Br -2.64355 4.58172 -1.44289 -0.840
H 2.28865 -0.23953 2.59317 0.333
H 0.79549 -0.00738 3.59758 0.328
H 1.45916 -1.67687 2.75402 0.359
H -0.54064 -2.24080 1.01028 0.242
H -1.04755 -1.60485 2.75973 0.423
H -1.70258 -0.63425 1.29387 0.328
H -1.46268 -1.21866 -1.40285 0.259
H -0.42970 -0.80607 -2.94931 0.373
H 0.17737 -1.84136 -1.73923 0.294
H -1.02948 1.96371 -2.37912 0.270
H 0.69674 2.27297 -1.79003 0.315
H 0.62009 1.22125 -3.19936 0.380
H 1.91235 1.13729 0.07894 0.000

***

(2)
26
Properties=species:S:1:pos:R:3:mulliken_charge:R:1 method="wB97M-V/def2-TZVPD" homo_energy_ha=-0.6854 total_charge=+2 e_above_lowest_kcal_mol=58.4 orbital_gap_ev=7.38
V -0.40220 0.16971 0.00070 0.499
N 0.06756 0.56968 -1.97033 -0.433
C 1.17754 1.56561 -2.00525 -0.264
C 2.31630 0.90118 -1.27597 -0.759
N 1.75454 0.30662 -0.00002 0.001
C 2.31732 0.89504 1.27830 -0.761
C 1.18076 1.56339 2.00738 -0.264
N 0.06765 0.57095 1.97171 -0.432
H 0.32399 -0.27670 -2.48278 0.321
H -0.77225 0.94403 -2.42381 0.417
H 0.82649 2.45723 -1.48202 0.275
H 1.41231 1.84401 -3.03232 0.468
H 3.11774 1.59836 -1.04392 0.338
H 2.74632 0.08629 -1.85951 0.374
H 2.04528 -0.66973 -0.00229 0.345
H 3.12320 1.58816 1.04944 0.338
H 2.74166 0.07629 1.86060 0.375
H 0.83284 2.45642 1.48448 0.276
H 1.41628 1.84024 3.03469 0.467
H -0.77154 0.94802 2.42403 0.417
H 0.32112 -0.27589 2.48486 0.321
O -3.31943 1.02174 1.20362 -0.469
Cl -2.59279 0.87442 -0.00179 1.459
O -3.31883 1.02611 -1.20694 -0.469
O -0.58445 -1.37162 0.00200 -0.373
O -1.40420 1.94447 0.00095 -0.467

***

(3)
20
Properties=species:S:1:pos:R:3:mulliken_charge:R:1 method="wB97M-V/def2-TZVPD" homo_energy_ha=-0.3439 e_above_lowest_kcal_mol=78.6 orbital_gap_ev=8.40
C -1.51887 0.00798 1.99173 -1.381
C -0.51383 -0.74954 -2.46119 -1.016
C -0.92161 -0.94811 1.00227 -0.492
C 0.64742 0.02038 -1.87625 -0.625
Si 2.33296 0.77781 1.14332 0.530
Si 0.36794 0.17143 -0.00448 0.252
Cl -1.11334 2.77755 -0.15895 -0.536
H -2.06919 -0.64654 2.80873 0.282
H -0.89885 0.70341 2.45635 0.393
H -2.28246 0.56207 1.49689 0.426
H -0.40830 -1.16174 -3.45956 0.363
H -0.78437 -1.64444 -1.82391 0.249
H -1.38360 -0.02607 -2.64816 0.273
H -1.70223 -1.38769 0.45891 0.453
H -0.36741 -1.65086 1.53498 0.421
H 0.56100 1.11051 -2.24607 0.284
H 1.54701 -0.34767 -2.17323 0.539
H 3.11500 1.36356 0.11816 -0.134
H 2.16112 1.37148 2.42023 -0.138
H 3.23160 -0.30353 1.42023 -0.143

***

(4)
21
Properties=species:S:1:pos:R:3:mulliken_charge:R:1 method="wB97M-V/def2-TZVPD" homo_energy_ha=-0.6685 total_charge=+2 orbital_gap_ev=3.64
In 1.23816 -2.11009 -3.99208 1.118
O -0.58810 -1.13157 -2.00560 -0.466
H -0.34561 -0.75498 -1.13733 0.233
C 2.06334 1.08396 0.04725 -0.707
C 1.83523 1.38631 -1.44501 -0.233
O 1.55439 0.22251 -2.16677 -0.257
H 2.33354 2.01045 0.55391 0.385
H 2.80244 0.34573 0.35846 0.320
H 1.21923 0.66053 0.59158 0.052
H 2.76335 1.79539 -1.84419 0.325
H 1.09401 2.17422 -1.57881 0.311
H 0.67194 -0.04511 -1.89981 0.446
C -2.34302 -0.06079 2.14290 -1.153
C -1.34161 -0.62683 1.17460 -0.100
O -1.90334 -1.80242 0.63359 -0.291
H -2.01855 0.86944 2.60926 0.344
H -2.51565 -0.84093 2.88432 0.345
H -3.33416 0.15247 1.74257 0.353
H -0.40861 -0.90980 1.66197 0.327
H -1.06320 0.02484 0.34641 0.239
H -1.71377 -2.44331 1.32274 0.410

***

(5)
18
Properties=species:S:1:pos:R:3:mulliken_charge:R:1 method="wB97M-V/def2-TZVPD" homo_energy_ha=-0.3170 smiles=CCN.CC e_above_lowest_kcal_mol=19.1 orbital_gap_ev=9.82
C -3.53177 0.46178 -1.52232 -1.020
C -3.60124 -0.68598 -0.48104 -0.097
N -3.60351 -0.24238 0.86981 -0.446
H -3.05971 1.31045 -1.02873 0.284
H -4.51535 0.78489 -1.86511 0.243
H -2.90695 0.21375 -2.37374 0.308
H -2.80667 -1.32697 -0.89745 0.151
H -4.52638 -1.24848 -0.63355 0.221
H -3.38479 0.63145 1.30053 0.172
H -4.22558 -0.81399 1.41477 0.183
C 4.49506 -0.45350 1.22965 -0.729
C 4.56910 0.61595 0.08143 -0.760
H 3.96965 0.11693 2.00148 0.212
H 3.91880 -1.27990 0.84404 0.264
H 5.48180 -0.59859 1.66016 0.267
H 5.54604 0.57709 -0.39580 0.241
H 4.36925 1.61858 0.43884 0.262
H 3.81225 0.31893 -0.64297 0.243

***

(6)
18
Properties=species:S:1:pos:R:3:mulliken_charge:R:1 method="wB97M-V/def2-TZVPD" homo_energy_ha=-0.3494 smiles=CCN.CC e_above_lowest_kcal_mol=8.2 orbital_gap_ev=10.65
C -1.19031 1.32036 2.26829 -1.050
C -0.83986 2.77759 2.50795 -0.246
N -1.96170 3.67279 2.18060 -0.645
H -2.12571 0.90882 2.61950 0.327
H -1.22640 1.10718 1.18879 0.267
H -0.28683 0.76353 2.55538 0.298
H -0.48721 2.89364 3.53170 0.312
H 0.05711 3.02661 1.96587 0.270
H -1.69738 4.18790 1.34251 0.235
H -2.08731 4.45353 2.82328 0.232
C 2.13996 -4.34656 -2.92822 -0.878
C 1.62832 -3.13850 -3.73990 -0.707
H 3.21892 -4.39306 -2.90731 0.280
H 1.82281 -5.32148 -3.28662 0.291
H 1.88894 -4.25326 -1.87458 0.274
H 2.17826 -3.00915 -4.67218 0.250
H 0.61689 -3.43418 -3.99495 0.230
H 1.73188 -2.25051 -3.12324 0.260

***

(7)
19
Properties=species:S:1:pos:R:3:mulliken_charge:R:1 method="wB97M-V/def2-TZVPD" homo_energy_ha=-0.5339 smiles=NCCCC[NH3+] total_charge=+1 e_above_lowest_kcal_mol=38.0 orbital_gap_ev=11.51
N -0.61075 1.45661 1.00306 -0.601
C -1.10023 0.85151 -0.25050 -0.703
C 0.13496 0.65955 -1.19569 -0.586
C 0.36585 -0.88664 -1.30294 -0.638
C 0.35577 -1.50191 0.12611 -0.691
N 0.74037 -0.71038 1.38789 -0.317
H 0.03444 2.18430 0.70968 0.235
H -1.21149 2.03986 1.59853 0.247
H -1.87423 1.52613 -0.61222 0.386
H -1.67685 -0.04218 -0.13443 0.371
H 0.96310 1.39853 -0.96774 0.387
H 0.03129 0.98483 -2.23383 0.316
H -0.36254 -1.32341 -2.01788 0.323
H 1.28339 -1.21086 -1.76092 0.410
H 1.04230 -2.36927 0.15038 0.375
H -0.66139 -1.80779 0.39459 0.385
H 1.71156 -0.37404 1.37969 0.379
H 0.66197 -1.13020 2.30918 0.364
H 0.17245 0.25537 1.41703 0.360

***

(8)
19
Properties=species:S:1:pos:R:3:mulliken_charge:R:1 method="wB97M-V/def2-TZVPD" homo_energy_ha=-0.5311 smiles=CNCC[NH2+]C total_charge=+1 e_above_lowest_kcal_mol=47.4 orbital_gap_ev=11.36
C 1.55369 -1.88557 -0.34269 -0.850
N 0.95742 -0.58208 -0.91860 -0.512
C 1.16080 0.43760 0.06366 -0.613
C -0.09933 0.39565 1.05864 -0.798
N -1.29438 0.13977 0.20376 -0.159
C -2.09590 1.29894 -0.35270 -0.813
H 1.00198 -1.96685 0.63127 0.277
H 2.60161 -1.89850 -0.23229 0.343
H 1.23673 -2.69567 -0.89721 0.341
H 1.55162 -0.22556 -1.71222 0.292
H 2.06963 0.46247 0.66771 0.348
H 1.24486 1.38409 -0.36517 0.504
H -0.06970 -0.20252 1.96968 0.436
H -0.21221 1.43885 1.45104 0.329
H -1.94754 -0.38350 0.93692 0.407
H -0.83409 -0.48778 -0.55431 0.463
H -1.40435 1.94773 -0.94139 0.341
H -2.55636 1.92926 0.42887 0.336
H -2.86447 0.89366 -1.09496 0.327